Entry 1:
A structure of composition C31H53N4O2SSi4TeW. Source: the Open Molecules 2025 dataset; level of theory: ωB97M-V with the def2-TZVPD basis set.

The geometry in ORCA input format:
```
! RIJCOSX wB97M-V def2-TZVPD def2/J DEFGRID3
* xyz 1 1
W -0.973 -0.578 0.418
Te 1.122 -0.685 -1.291
S -2.836 2.417 -2.627
Si 2.697 1.323 -1.136
Si 2.064 2.925 -2.758
Si 4.598 0.117 -1.882
Si 3.095 2.029 1.078
O -4.041 -0.124 0.352
O -0.214 -0.529 2.140
N -2.201 -1.339 -1.392
N -3.828 -2.749 2.808
N -2.852 -0.154 1.087
N -0.562 0.847 1.747
C -1.489 1.186 -0.768
C 3.535 3.340 -3.849
C -4.163 -3.115 1.398
C -0.949 -2.764 0.959
C 4.190 -0.739 -3.505
C 3.026 0.554 2.228
C -4.211 1.096 2.762
C 1.888 3.346 1.651
C -1.145 -4.615 2.557
C -1.371 2.146 3.685
C 4.831 2.751 1.067
C -0.370 -5.444 1.765
C -3.627 -2.000 -3.699
C 0.111 -4.948 0.566
C 5.066 -1.164 -0.591
C -2.616 -0.377 -2.258
C -1.939 3.346 -1.511
C -2.328 -2.520 3.077
C -1.689 1.256 2.531
C -4.410 -3.750 3.744
C 0.716 2.179 -3.823
C -2.526 -2.613 -1.679
C 6.058 1.265 -2.154
C -3.322 -0.689 -3.421
C 1.510 4.529 -1.951
C -1.302 2.585 -0.574
C -1.442 -3.310 2.163
C -0.170 -3.641 0.188
C -2.290 0.964 -1.864
C -2.882 0.764 2.155
C -3.227 -2.985 -2.802
H 4.213 -1.785 -0.308
H -3.445 -4.030 -2.969
H -3.613 0.109 -4.090
H -4.276 -1.851 2.988
H -5.246 -3.113 1.305
H 5.891 1.968 -2.969
H 5.849 -1.820 -0.980
H 3.833 -0.034 -4.259
H -4.090 1.527 3.752
H 3.248 0.870 3.251
H -2.162 -1.455 2.984
H 4.352 3.778 -3.272
H 0.886 2.923 1.722
H 2.349 5.004 -1.437
H -4.758 1.809 2.144
H 5.084 -1.227 -3.902
H -0.580 1.699 4.289
H -1.502 -4.977 3.516
H 3.923 2.468 -4.377
H 5.577 1.969 0.913
H 2.177 3.704 2.643
H -0.694 3.010 0.212
H -4.246 -3.419 4.766
H 1.867 4.205 0.977
H 0.709 4.383 -1.228
H 4.967 3.504 0.288
H -3.909 0.582 -0.308
H -3.911 -4.700 3.572
H 6.305 1.836 -1.258
H 1.095 1.305 -4.358
H -3.726 -2.384 0.729
H 0.363 2.904 -4.561
H -1.936 4.422 -1.596
H 5.041 3.227 2.028
H -2.234 2.332 4.321
H 3.227 4.075 -4.598
H 3.424 -1.506 -3.374
H 0.727 -5.567 -0.074
H 3.756 -0.206 1.945
H -2.181 -2.802 4.118
H -3.762 -4.107 1.204
H -2.197 -3.359 -0.975
H -4.170 -2.259 -4.598
H -0.131 1.849 -3.223
H -0.997 3.109 3.330
H 2.038 0.090 2.223
H -4.855 0.216 2.837
H 0.255 -3.303 -0.749
H 1.158 5.225 -2.718
H -5.474 -3.848 3.543
H 6.931 0.658 -2.412
H -0.135 -6.450 2.085
H 5.453 -0.688 0.312
*
```

Output
HOMO (spin up / spin down)   -9.548 / -9.548 eV
Gap between HOMO and LUMO (spin up / spin down)   5.69 / 5.69 eV
Energy   -3473.60722 Ha
Max |F|   0.8 eV/A



Entry 2:
The molecule C4H8N2O. Source: the Open Molecules 2025 dataset; level of theory: ωB97M-V with the def2-TZVPD basis set.

The geometry in ORCA input format:
```
! RIJCOSX wB97M-V def2-TZVPD def2/J DEFGRID3
* xyz 0 1
O 0.981 0.245 1.449
N 2.078 -0.030 -0.519
N -0.359 0.896 1.781
C 0.957 0.115 0.193
C -1.159 -1.156 -0.174
C -0.641 0.954 -1.459
C -0.346 0.076 -0.503
H -2.222 -0.916 -0.129
H -1.002 -1.913 -0.952
H 1.985 -0.133 -1.517
H -0.866 -1.587 0.786
H -1.580 0.883 -2.000
H 2.993 0.012 -0.097
H -0.033 1.840 -1.624
H -0.689 0.215 2.475
*
```

Output
HOMO (spin up / spin down)   -7.050 / -7.051 eV
Gap between HOMO and LUMO (spin up / spin down)   7.70 / 7.70 eV
Energy   -341.81451 Ha
Max |F|   0.5 eV/A



Entry 3:
The molecule C4H6O2S. Source: the Open Molecules 2025 dataset; level of theory: ωB97M-V with the def2-TZVPD basis set.

The geometry in ORCA input format:
```
! RIJCOSX wB97M-V def2-TZVPD def2/J DEFGRID3
* xyz 0 1
S -0.448 -0.743 -1.227
O -0.432 -2.029 1.072
O -0.069 1.657 -0.026
C -1.090 0.691 -0.316
C 0.957 1.148 0.827
C 1.909 2.024 1.064
C -0.326 -2.003 -0.126
H 0.870 0.200 1.253
H 0.036 -2.888 -0.679
H -1.776 1.256 -0.852
H 2.952 1.696 1.573
H -1.369 0.192 0.604
H 1.758 3.261 0.680
*
```

Output
HOMO   -9.209 eV
Gap between HOMO and LUMO   9.92 eV
Structure (SMILES)   C=COCSC=O
Energy   -704.58290 Ha
Max |F|   4.4 eV/A



Entry 4:
A cluster of 11 separate species, C4H32NO10S2 in total. Source: the Open Molecules 2025 dataset; level of theory: ωB97M-V with the def2-TZVPD basis set.

The geometry in ORCA input format:
```
! RIJCOSX wB97M-V def2-TZVPD def2/J DEFGRID3
* xyz 1 1
S 3.441 -1.507 -2.701
S 1.754 -0.680 -3.172
O -3.438 3.489 0.786
O -3.349 -1.983 0.076
O -3.904 0.563 -0.158
O 2.131 1.402 4.049
O 0.493 -0.750 3.499
O -1.036 -1.701 1.611
O -2.684 0.796 -3.889
O -2.868 -3.366 -2.188
O 3.590 2.833 0.975
O 3.295 -1.490 2.841
N -1.417 0.238 -0.458
C 4.557 -0.432 -1.839
C 0.381 -0.799 -1.911
C -0.089 0.451 -1.139
C 0.959 1.119 -0.149
H 3.521 -2.196 2.231
H -2.215 1.026 -0.397
H -0.421 -1.410 -2.416
H -2.467 1.718 -4.146
H 3.994 0.048 -0.964
H 3.572 3.788 1.236
H 0.402 1.721 0.614
H 1.837 0.459 0.244
H -3.862 4.000 1.491
H -3.869 -0.344 0.064
H -0.674 -0.998 2.257
H 0.972 -0.082 3.100
H 4.013 -1.110 3.383
H 0.463 -1.442 -1.127
H -1.979 -3.041 -2.588
H -0.748 -2.539 1.938
H -0.354 1.239 -1.978
H -4.157 2.812 0.502
H 2.740 1.144 3.428
H -1.186 -0.140 0.459
H -3.405 -3.219 -2.989
H -1.932 -0.389 -1.070
H 2.620 1.290 4.872
H 2.733 2.654 1.173
H 4.917 0.437 -2.383
H -2.365 0.336 -4.614
H 5.504 -0.995 -1.486
H -4.568 0.838 -0.769
H 1.404 1.741 -0.975
H -3.283 -2.605 0.872
H 0.287 -0.568 4.441
H -3.309 -2.358 -0.634
*
```

Output
HOMO   -11.542 eV
Gap between HOMO and LUMO   9.07 eV
Energy   -1774.76853 Ha
Max |F|   16.0 eV/A



Entry 5:
A cluster of 5 separate species, C17H24O15 in total. Source: the Open Molecules 2025 dataset; level of theory: ωB97M-V with the def2-TZVPD basis set.

The geometry in ORCA input format:
```
! RIJCOSX wB97M-V def2-TZVPD def2/J DEFGRID3
* xyz 0 1
O -1.861 -5.336 -2.389
O 1.929 -2.415 -3.637
O 0.663 1.576 4.932
O -2.592 -3.281 -2.027
O 0.424 0.344 -2.621
O -3.073 3.604 3.728
O -2.246 2.257 2.208
O 2.795 1.104 4.721
O 1.870 1.867 -1.928
O 0.466 -2.587 -5.333
O 2.180 -1.149 -5.416
O -1.845 -4.515 -0.304
O -1.299 4.294 2.543
O 0.878 0.457 -0.455
O 1.894 1.425 6.781
C -1.581 5.398 3.456
C -0.038 -0.622 -0.562
C -0.341 -0.754 -2.084
C 3.223 -0.754 -4.513
C -2.114 -4.832 -3.698
C -2.253 3.361 2.688
C 1.394 -2.051 -4.816
C 1.122 0.981 -1.653
C 2.183 -0.330 2.899
C -1.303 -0.287 0.212
C 2.939 -1.503 -3.233
C 2.300 1.126 3.398
C -2.739 -3.445 -3.444
C 1.767 1.333 5.596
C 0.888 1.771 3.538
C -2.130 -4.396 -1.458
C -2.899 4.980 4.083
H 0.239 -1.572 -0.099
H 1.295 -0.821 3.296
H 3.160 0.329 -4.416
H -1.741 0.686 -0.019
H -2.159 -2.703 -4.001
H -1.398 -0.550 -2.231
H 2.918 1.742 2.748
H -2.761 5.213 5.136
H -3.772 -3.187 -3.678
H 3.045 -0.948 3.149
H -2.049 -1.069 0.044
H 1.035 2.851 3.428
H 2.180 -0.278 1.807
H -1.184 -0.285 1.297
H -1.167 -4.744 -4.224
H 0.100 1.489 2.847
H -2.847 -5.472 -4.188
H 4.197 -1.006 -4.933
H -1.604 6.334 2.910
H 3.832 -2.007 -2.872
H 0.025 -1.673 -2.528
H -3.704 5.535 3.604
H -0.798 5.312 4.209
H 2.559 -0.800 -2.497
*
```

Output
HOMO   -10.783 eV
Gap between HOMO and LUMO   11.21 eV
Structure (SMILES)   C[C@H]1COC(=O)O1.C[C@H]1COC(=O)O1.O=C1OCCO1.O=C1OCCO1.O=C1OCCO1
Energy   -1790.81616 Ha
Max |F|   3.2 eV/A